1.
Computed, not measured: a structure of composition C4H10NO2, with ωB97M-V with the def2-TZVPD basis set.

Geometry as XYZ:
```
17
Properties=species:S:1:pos:R:3:mulliken_charge:R:1
C -1.231 -1.274 -0.213 -0.603
O 3.530 -0.727 0.660 -0.980
C -1.767 0.010 -0.421 0.668
C -0.481 0.444 0.387 -0.515
C 0.886 0.583 -0.283 -0.640
O 1.743 1.059 0.740 -0.589
N -2.870 0.637 0.172 -0.586
H -0.585 -1.502 -1.047 0.304
H -1.771 -1.866 0.507 0.352
H -1.643 0.339 -1.482 0.339
H -0.834 1.475 0.632 0.368
H -0.285 0.118 1.434 0.324
H 1.238 -0.339 -0.721 0.441
H 0.990 1.295 -1.126 0.268
H 2.579 0.376 0.581 0.390
H -3.660 -0.007 0.247 0.259
H 4.160 -0.622 -0.067 0.201
```

The HOMO energy (spin up / spin down) comes out at -0.2531 / -0.2525 Eh. As for the expectation value of S²: 0.755. The value obtained for the energy relative to the best compared isomer or geometry (same formula, charge and spin) is 165.4 kcal/mol. The calculation puts the frontier orbital gap (spin up / spin down) at 4.16 / 3.51 eV. The spin multiplicity is 2.

***

2.
Computed, not measured: the ion C4H10NO2 with charge +1, with ωB97M-V with the def2-TZVPD basis set.

Geometry as XYZ:
```
17
Properties=species:S:1:pos:R:3:mulliken_charge:R:1
N -0.605 0.724 1.141 -0.291
C 0.751 0.353 0.519 0.000
C 0.835 -1.159 0.503 -0.432
O -0.067 -1.719 1.436 -0.579
C 0.839 0.935 -0.912 -0.974
C -0.341 0.515 -1.768 0.129
O -1.468 0.776 -1.408 -0.516
H -1.164 1.184 0.397 0.349
H -1.106 -0.149 1.354 0.344
H -0.508 1.232 2.018 0.330
H 1.448 0.942 1.106 0.425
H 0.594 -1.540 -0.488 0.263
H 1.852 -1.493 0.714 0.397
H 0.305 -2.491 1.882 0.353
H 1.754 0.497 -1.299 0.332
H 0.903 2.012 -0.878 0.453
H -0.168 -0.141 -2.636 0.418
```

The HOMO energy comes out at -0.5397 Eh. The value obtained for the energy relative to the best compared isomer or geometry (same formula, charge and spin) is 34.9 kcal/mol. As for the total charge: +1. The calculation puts the frontier orbital gap at 11.13 eV.

***

3.
Computed, not measured: a cluster of 2 separate species, C4H10NO2 in total, with ωB97M-V with the def2-TZVPD basis set.

Geometry as XYZ:
```
17
Properties=species:S:1:pos:R:3:mulliken_charge:R:1
C 1.961 1.336 0.183 -0.617
C 1.004 0.918 -0.519 0.468
C -1.499 -0.921 0.528 -1.532
C -1.372 0.396 -0.302 0.254
N -0.077 0.432 -0.975 -0.174
O 1.691 -1.359 0.034 -0.639
O -1.480 1.530 0.539 -0.520
H 2.461 2.272 0.282 0.322
H 2.383 0.444 0.570 0.419
H -0.899 -0.906 1.419 0.440
H -1.077 -1.774 0.059 0.437
H -2.543 -1.141 0.659 0.359
H -1.986 0.451 -1.168 0.487
H -0.011 0.010 -1.949 0.318
H 0.963 -1.910 0.439 0.282
H 2.470 -1.988 0.188 0.320
H -1.990 2.210 0.013 0.378
```

The HOMO energy comes out at -0.5774 Eh. The value obtained for the energy relative to the best compared isomer or geometry (same formula, charge and spin) is 79.5 kcal/mol. As for the total charge: +1. The calculation puts the frontier orbital gap at 12.04 eV.

***

4.
Computed, not measured: a cluster of 2 separate species, C4H10NO2 in total, with ωB97M-V with the def2-TZVPD basis set.

Geometry as XYZ:
```
17
Properties=species:S:1:pos:R:3:mulliken_charge:R:1
O 0.044 0.036 1.011 -0.371
C 1.079 -0.247 0.436 0.090
C 1.284 -0.074 -0.998 -0.070
C 0.274 0.604 -1.863 0.200
C 0.687 2.098 -1.939 -1.045
O -1.048 0.497 -1.398 -0.499
N -2.187 -2.453 3.398 -0.645
H 1.848 -0.829 0.976 0.393
H 2.181 -0.473 -1.470 0.436
H 0.198 0.120 -2.847 0.387
H 1.734 2.255 -2.262 0.407
H -0.092 2.576 -2.534 0.321
H 0.675 2.547 -0.939 0.346
H -1.029 0.470 -0.411 0.401
H -2.427 -1.874 4.197 0.238
H -1.460 -1.946 2.903 0.175
H -1.761 -3.306 3.738 0.235
```

The HOMO energy comes out at -0.4574 Eh. The value obtained for the energy relative to the best compared isomer or geometry (same formula, charge and spin) is 131.1 kcal/mol. As for the total charge: +1. The calculation puts the frontier orbital gap at 3.25 eV.

***

5.
Computed, not measured: a cluster of 2 separate species, C4H10NO2 in total, with ωB97M-V with the def2-TZVPD basis set.

Geometry as XYZ:
```
17
Properties=species:S:1:pos:R:3:mulliken_charge:R:1
C -0.973 -0.020 0.838 0.187
C -3.489 -0.184 -0.903 -0.933
C 2.939 -1.171 -0.550 -0.717
C -3.431 -0.034 0.478 0.294
N 3.079 0.072 0.105 -0.507
O -0.623 -0.034 -0.328 -0.340
O -2.387 0.148 1.176 -0.170
H -3.667 0.918 -1.389 0.362
H -4.542 -0.640 -1.024 0.334
H -2.987 -0.758 -1.596 0.444
H 3.765 -1.850 -0.500 0.337
H 2.103 -1.738 -0.164 0.208
H -4.404 0.280 0.928 0.366
H -0.345 0.034 1.681 0.433
H 3.384 -0.043 1.118 0.214
H 3.749 0.658 -0.307 0.230
H 2.840 -0.998 -1.681 0.259
```

The HOMO energy comes out at -0.4271 Eh. The value obtained for the energy relative to the best compared isomer or geometry (same formula, charge and spin) is 112.3 kcal/mol. As for the total charge: +1. The calculation puts the frontier orbital gap at 5.02 eV.

***

6.
Computed, not measured: an isolated molecule of C4H10NO2P, with ωB97M-V with the def2-TZVPD basis set.

Geometry as XYZ:
```
18
Properties=species:S:1:pos:R:3:mulliken_charge:R:1
C 2.004 -0.507 0.282 -0.610
C 0.631 0.155 0.173 1.468
C 0.539 1.266 1.235 -1.421
C 0.471 0.509 -1.303 -1.217
N -2.601 0.003 -0.066 -0.572
O 2.482 -0.998 -0.669 -0.283
O -0.226 -0.901 0.535 -0.296
P -1.656 -1.212 -0.087 0.213
H 2.361 -0.563 1.365 0.320
H -1.216 -1.755 -1.385 0.104
H -0.088 0.877 2.080 0.336
H -0.022 2.118 0.776 0.339
H 1.546 1.443 1.775 0.301
H 0.777 1.561 -1.577 0.305
H -0.656 0.449 -1.532 0.357
H 1.041 -0.102 -1.960 0.409
H -3.547 -0.022 -0.270 0.209
H -1.840 -2.321 0.628 0.037
```

The HOMO energy (spin up / spin down) comes out at -0.2235 / -0.3437 Eh. As for the expectation value of S²: 2.006. The value obtained for the energy relative to the best compared isomer or geometry (same formula, charge and spin) is 40.8 kcal/mol. The calculation puts the frontier orbital gap (spin up / spin down) at 7.03 / 6.82 eV. The spin multiplicity is 3.

***

Question: Which of these has the lowest energy relative to the best compared isomer or geometry (same formula, charge and spin)?
Answer: number 2